Formula: C2H8N2O
Source: the OMol25 dataset
Level of theory: wB97M-V/def2-TZVPD

Results
Gap between HOMO and LUMO in eV: 10.61
LUMO in eV: 0.77
HOMO energy in eV: -9.837
ΔE to the lowest compared entry with this formula, charge and spin in eV: 0.3029
Calculated total energy in a.u.: -265.77201
SMILES: NC(N)=O.C

Last column: natural (NBO) charge in e.
Atoms and positions in Å:
O: -1.01993 1.37365 -2.29988  -0.614
N: 0.17747 2.71755 -0.79050  -0.904
N: 0.09262 0.40867 -0.58695  -0.817
C: 0.08482 -2.49513 1.59002  -0.846
C: -0.31106 1.46888 -1.32343  0.772
H: -0.62600 3.23481 -0.44189  0.382
H: 0.24697 -1.46695 1.90565  0.210
H: -0.04673 -0.50672 -0.98003  0.399
H: 0.08537 -2.54132 0.50617  0.203
H: -0.87983 -2.82084 1.96662  0.218
H: 0.47914 3.24643 -1.60545  0.379
H: 0.86053 0.51928 0.05364  0.403
H: 0.85663 -3.13831 2.00602  0.215

Forces on atoms 1 to 2 (eV/Å):
0.1 0.0 0.0
0.0 0.0 -0.2